[1]
# C6H4CrN5O5

A molecular structure, C6H4CrN5O5 at a distorted geometry (ωB97M-V/def2-TZVPD, the OMol25 dataset).

Cartesian coordinates (Å):
O  -1.181  3.479  1.041
C  -0.797  2.624  0.361
Cr  1.128  0.425  -1.283
O  -1.798  0.164  -2.191
C  -0.735  0.403  -1.804
C  1.537  -1.353  -1.806
O  1.692  -2.494  -2.027
C  2.754  -0.305  -0.384
O  3.624  -0.227  0.439
C  1.927  1.479  -2.615
O  2.378  2.163  -3.454
H  1.093  1.511  -0.304
N  -2.936  -0.755  2.090
N  -1.585  -0.709  1.793
N  -0.722  -1.679  1.952
C  0.222  -1.420  1.036
N  -0.067  -0.315  0.320
N  -1.206  0.171  0.677
H  -3.467  0.121  2.088
H  -2.990  -1.239  2.978
H  1.130  -2.044  1.096

Orbital gap (spin up / spin down) ... 7.16 / 5.65 eV
Total energy ... -52370.4371 eV
Total charge ... +2
Highest occupied orbital energy (spin up / spin down) ... -17.257 / -17.219 eV
2S+1 ... 4
E_LUMO (spin up / spin down) ... -10.094 / -11.565 eV

---

[2]
# C6H4FIN3

A gas-phase ion, C6H4FIN3 (charge +1) at a distorted geometry (ωB97M-V/def2-TZVPD, the OMol25 dataset).

Cartesian coordinates (Å):
C  0.998  1.596  1.405
C  1.601  0.938  0.374
C  -0.476  0.237  0.554
C  -1.480  -1.601  -1.254
C  0.736  -0.805  -1.246
C  -1.996  -0.967  -0.221
N  -0.193  -1.518  -1.705
N  0.647  0.078  -0.157
N  -0.296  1.139  1.494
F  -3.094  -0.852  0.422
I  3.538  1.110  -0.352
H  1.392  2.345  2.061
H  -2.105  -2.284  -1.831
H  1.710  -0.857  -1.716
H  -0.983  1.443  2.173

Orbital gap ... 9.29 eV
Total energy ... -21565.0898 eV
Total charge ... +1
Highest occupied orbital energy ... -13.323 eV
E_LUMO ... -4.034 eV